ORCA calculation (ωB97M-V/def2-TZVPD) on a 13-piece molecular cluster, C13H52N26O13 overall in a non-equilibrium geometry.

Structure (XYZ):
```
104
Properties=species:S:1:pos:R:3:mulliken_charge:R:1
C -3.2301 -21.4864 6.6327 0.6070
O -3.9820 -20.5455 6.4733 -0.6169
N -3.6790 -22.6541 7.2315 -0.4668
N -1.9196 -21.5445 6.2682 -0.0699
H -3.2230 -23.5185 6.9972 0.1979
H -4.6710 -22.6819 7.3875 0.2550
H -1.3932 -22.3989 6.2445 0.2632
H -1.5072 -20.7572 5.7932 -0.2317
C -1.3016 -17.4705 5.3808 0.3996
O -1.2528 -18.1791 6.4000 -0.4693
N -1.0035 -17.9605 4.1415 0.3161
N -1.5228 -16.1363 5.3882 1.1471
H -0.8827 -17.3383 3.3604 0.0546
H -0.6260 -18.8887 4.0203 -0.0470
H -1.8696 -15.5896 6.1790 -0.0710
H -1.3906 -15.6959 4.4874 -0.9567
C -1.7165 -11.0130 7.1780 0.4435
O -1.4573 -9.8598 7.4985 -0.7159
N -1.4690 -12.1087 7.9759 -0.0287
N -2.1745 -11.3531 5.9498 0.0824
H -0.9607 -12.0385 8.8359 0.2007
H -1.8084 -13.0130 7.6879 -0.1758
H -2.4470 -10.5605 5.3920 0.1503
H -2.2617 -12.2811 5.5890 -0.0752
C 2.0797 -14.9802 6.7952 0.6819
O 1.5318 -13.9008 6.9927 -0.6753
N 2.8463 -15.6061 7.7267 -0.3750
N 2.0000 -15.6208 5.5933 -0.1051
H 3.4309 -16.3920 7.5099 0.1554
H 2.9490 -15.2010 8.6388 0.2155
H 2.5278 -16.4511 5.4042 0.2770
H 1.2844 -15.3355 4.9392 -0.0327
C 2.0888 -19.0332 7.5240 0.0608
O 3.0874 -19.6573 7.8764 -0.7049
N 1.0850 -18.5728 8.3341 0.2341
N 1.7426 -18.8659 6.2231 0.3895
H 1.2079 -18.6884 9.3263 0.2016
H 0.6546 -17.7468 7.9574 -0.1723
H 0.9538 -18.3408 5.8854 -0.3141
H 2.3592 -19.1769 5.4910 0.3027
C -2.5096 -16.8973 0.8935 0.6407
O -3.6375 -16.5847 1.2440 -0.6322
N -2.0776 -18.1910 0.9813 -0.3075
N -1.5830 -16.0067 0.4253 -0.3780
H -2.6908 -18.8000 1.4940 0.1543
H -1.1680 -18.4441 0.6509 0.1873
H -0.6415 -16.2713 0.2117 0.2015
H -1.7498 -15.0383 0.6400 0.2085
C -0.8719 -21.0031 2.1636 0.5345
O -0.2250 -20.8002 3.1898 -0.8232
N -0.2988 -20.9402 0.9303 -0.4501
N -2.2009 -21.3118 2.1933 -0.3673
H 0.6653 -20.6651 0.8903 0.2385
H -0.7699 -21.3369 0.1390 0.1675
H -2.6197 -21.4014 3.1031 0.1835
H -2.7308 -21.5379 1.3733 0.1776
C 2.6411 -22.2357 4.8351 0.6013
O 2.8265 -22.6686 3.7098 -0.6478
N 1.4524 -21.6907 5.2735 -0.2650
N 3.6039 -22.3171 5.8152 -0.4053
H 1.3832 -21.2195 6.1551 0.1933
H 0.8516 -21.3512 4.5297 0.2495
H 4.5079 -22.5889 5.4765 0.2212
H 3.4437 -21.9049 6.7163 0.2257
C -5.4215 -13.1726 7.2113 0.5112
O -6.6294 -13.1452 6.9628 -0.6818
N -4.8977 -12.5018 8.2787 -0.2888
N -4.5834 -14.0951 6.6368 -0.0500
H -5.4868 -11.8365 8.7483 0.2494
H -3.9205 -12.2501 8.3304 0.1706
H -4.7014 -14.3533 5.6788 0.1688
H -3.6640 -14.2289 7.0393 0.0240
C -1.1026 -19.8683 10.6307 0.6364
O -1.3370 -18.7145 11.0144 -0.7576
N -1.2817 -20.2989 9.3363 -0.2083
N -0.8605 -20.8580 11.5386 -0.4443
H -1.3418 -21.2875 9.1967 0.1807
H -1.0473 -19.5891 8.6603 0.1856
H -0.6787 -21.7638 11.1522 0.1553
H -0.8388 -20.6245 12.5117 0.2341
C -3.9465 -12.7461 3.2810 0.4260
O -3.2073 -11.7635 3.2467 -0.6497
N -3.4226 -14.0083 3.3438 0.0976
N -5.3121 -12.6695 3.1901 -0.4245
H -2.4288 -14.0679 3.4500 -0.2524
H -4.0048 -14.8262 3.3435 0.2587
H -5.7012 -11.7696 3.4126 0.2675
H -5.8228 -13.4870 3.4776 0.2275
C -2.0152 -15.6781 8.9548 0.3477
O -2.1758 -14.9572 7.9580 -0.3543
N -1.4523 -16.8996 8.9627 0.2670
N -2.4676 -15.2786 10.1993 -0.4401
H -1.3303 -17.4502 9.8186 0.2792
H -1.1628 -17.2224 8.0363 -0.5720
H -2.6869 -14.3234 10.3923 0.2216
H -2.6000 -16.0601 10.8158 0.1533
C -0.1008 -13.6613 3.4755 0.3615
O 0.1741 -14.8744 3.3863 -0.7914
N -0.0945 -12.8559 2.3615 -0.3667
N -0.0117 -12.9531 4.6449 0.0548
H 0.3805 -13.1894 1.5453 0.2326
H -0.4925 -11.9361 2.4210 0.1931
H 0.2969 -13.4811 5.4564 -0.1198
H -0.0488 -11.9533 4.6432 0.2577
```

Its total energy is -79699.9219 eV. The lowest unoccupied orbital energy comes out at -0.118 eV. As for the HOMO energy: -9.18 eV. The calculation puts the orbital gap at 9.061 eV. For the energy above the lowest of the compared OMol25 structures with the same formula, charge and spin, the calculation gives 1.479 eV. The largest force on an atom comes out at 3.6 eV/A.

***

ORCA calculation (ωB97M-V/def2-TZVPD) on C11H21N5O5 as an isolated structure in a non-equilibrium geometry.

Structure (XYZ):
```
42
Properties=species:S:1:pos:R:3:mulliken_charge:R:1
C 2.5980 2.5159 0.8898 0.4545
C 1.7437 2.1277 -0.3534 0.0581
C 4.0125 1.8723 0.8148 -0.8237
C 3.5607 0.3763 0.8791 -0.0687
C 4.6327 -0.6829 1.1320 0.2911
C -0.4506 1.1480 -0.8537 -0.6455
C -1.3152 2.3314 -1.3819 0.3147
C -1.1936 0.1727 -0.1108 -0.6075
C -2.1156 -0.6846 -0.9379 -0.7014
C -2.6577 -1.9470 -0.2645 -0.6068
C -4.4396 -3.3628 -0.9756 0.4154
H 2.7474 2.8749 2.7594 0.3613
H 1.1025 2.8977 2.0957 0.3981
H 2.3921 3.8135 0.5890 0.2379
H 4.5618 2.0510 -0.0461 0.4453
H 4.6908 2.0344 1.8162 0.2479
H 2.9668 0.3667 1.8236 0.3591
H 2.8243 0.0024 0.0681 0.1498
H 5.0573 -2.5083 1.4082 0.4015
H 0.4276 1.3807 1.1120 0.5805
H 0.1664 0.6578 -1.4247 0.9671
H -0.1612 -0.4214 0.1980 0.2611
H -1.5422 0.6617 0.8249 0.3427
H -2.9047 0.0147 -1.3595 0.3231
H -1.3747 -1.1691 -1.7094 0.1513
H -1.9911 -2.7818 0.1151 0.3296
H -3.3481 -1.6762 0.6688 0.2975
H -4.2525 -1.5968 -1.7163 0.3558
H -6.3457 -3.9155 -0.7446 0.2190
H -3.1421 -4.3631 -0.2882 0.2930
H -4.5646 -5.1046 -0.1688 0.3457
H 0.3434 2.7648 -2.5110 0.4963
N 1.8737 2.1303 2.0909 -0.9260
N 0.5711 1.6807 0.1401 -0.1405
N -3.5379 -2.3080 -1.4235 -0.3368
N -5.7176 -3.1834 -1.1734 -0.7214
N -4.0228 -4.1635 0.1574 -0.5965
O 1.8430 2.3942 -1.5067 -0.7104
O 5.8195 -0.3771 1.3831 -0.6646
O 4.2454 -1.8507 1.2482 -0.4153
O -2.5155 2.4367 -1.2846 -0.5299
O -0.5874 3.3905 -1.9797 -0.6024
```

Its total energy is -29428.6145 eV. The lowest unoccupied orbital energy comes out at 0.184 eV. As for the HOMO energy: -9.31 eV. The calculation puts the orbital gap at 9.490 eV. For the energy above the lowest of the compared OMol25 structures with the same formula, charge and spin, the calculation gives 9.524 eV. The largest force on an atom comes out at 7.8 eV/A.

***

ORCA calculation (ωB97M-V/def2-TZVPD) on the molecule C4H7Cl2N in a non-equilibrium geometry.

Structure (XYZ):
```
14
Properties=species:S:1:pos:R:3:mulliken_charge:R:1
C 1.4723 1.0459 0.3354 -0.5153
C 0.2013 0.7092 -0.5051 -0.3500
C -0.2992 -0.6695 -0.5030 0.0864
C -1.0325 -1.0185 0.7403 -0.4827
H 1.2633 0.6820 1.3317 0.2923
H 1.7454 2.1204 0.2767 0.3562
H 0.4129 1.0146 -1.5370 0.3524
H 0.3733 -1.3986 -1.0233 0.3852
H -1.1140 -0.2156 1.5622 0.2272
H -0.9628 -2.0687 1.1070 0.2910
H -2.1234 -1.6331 -0.9520 0.2440
N -1.7825 -0.7436 -0.5457 -0.5223
Cl 2.9782 0.1945 -0.1935 -0.2029
Cl -1.1323 1.9811 -0.0937 -0.1616
```

Its total energy is -30795.0832 eV. The lowest unoccupied orbital energy comes out at 0.854 eV. As for the HOMO energy: -9.81 eV. The calculation puts the orbital gap at 10.663 eV. Its SMILES is ClC[C@H](Cl)[C@H]1CN1. For the energy above the lowest of the compared OMol25 structures with the same formula, charge and spin, the calculation gives 1.088 eV. The largest force on an atom comes out at 3.5 eV/A.

***

ORCA calculation (ωB97M-V/def2-TZVPD) on a 8-piece molecular cluster, C32H88N8O8 overall in a non-equilibrium geometry.

Structure (XYZ):
```
136
Properties=species:S:1:pos:R:3:mulliken_charge:R:1
C -0.5306 2.3365 2.9935 -1.2595
C -0.0566 1.0517 3.6858 0.8024
C 1.4558 0.9567 3.8247 -0.7162
O 1.9472 1.8818 4.7669 -0.3688
C 3.3304 1.7291 4.9588 -0.4385
N -0.6886 1.0793 5.0215 -0.6914
H -0.2580 2.4506 1.9438 0.0721
H -0.0571 3.2116 3.4592 0.3551
H -1.5838 2.4579 3.2413 0.4422
H -0.4354 0.2327 3.0747 0.1295
H 1.9457 1.0250 2.8431 0.1893
H 1.7203 -0.0433 4.2069 0.5392
H 3.5924 0.6947 5.2246 0.3465
H 3.6712 2.3246 5.8034 0.3093
H 3.8654 1.9831 4.0390 -0.0230
H -0.1241 1.6601 5.6322 0.2811
H -0.7044 0.1650 5.4636 0.2751
C 0.9411 -5.9322 -3.3803 -1.0302
C 0.7650 -4.9622 -4.5499 0.2790
C -0.7033 -4.7616 -4.9431 -0.5968
O -1.0983 -5.8716 -5.7221 -0.3211
C -2.4191 -5.7560 -6.2196 -0.7274
N 1.4273 -3.7048 -4.1093 -0.7168
H 0.4324 -5.4544 -2.5375 -0.0343
H 1.9981 -6.1178 -3.2166 0.3545
H 0.3673 -6.8547 -3.4978 0.4611
H 1.2717 -5.2513 -5.4737 0.3138
H -0.6972 -3.8657 -5.5829 0.4005
H -1.3702 -4.6652 -4.0774 0.2952
H -3.1280 -5.5653 -5.4075 0.3036
H -2.6053 -6.7248 -6.6781 0.2419
H -2.5080 -4.9559 -6.9613 0.2906
H 1.0302 -2.9287 -4.6374 0.2707
H 1.0707 -3.5456 -3.1626 0.2727
C -5.5240 -1.0521 4.2467 -1.4357
C -4.0909 -0.6150 3.9543 0.7465
C -3.8442 -0.0668 2.5671 -0.3022
O -4.2175 -1.0176 1.5787 -0.3737
C -4.0163 -0.4789 0.2920 -0.5907
N -3.7169 0.4552 4.8789 -0.7471
H -6.2570 -0.2969 3.9539 0.3255
H -5.5715 -1.2012 5.3258 0.4043
H -5.8371 -1.9593 3.7304 0.2871
H -3.4534 -1.5102 4.0403 0.2138
H -2.7712 0.1402 2.4507 -0.1213
H -4.4667 0.8280 2.4339 0.2848
H -2.9734 -0.3360 -0.0096 0.0574
H -4.5558 0.4664 0.1665 0.4487
H -4.4927 -1.2367 -0.3330 0.3469
H -3.6888 0.1577 5.8487 0.3028
H -2.7350 0.6888 4.6869 0.1590
C -3.6598 1.1435 -3.8206 -1.5297
C -4.3294 1.6746 -2.5382 1.3284
C -3.8729 3.0889 -2.1901 -0.1918
O -4.1140 3.9339 -3.2846 -0.3156
C -4.2255 5.3028 -2.9353 -0.7585
N -5.7641 1.6437 -2.8044 -0.6896
H -4.1611 1.5522 -4.6942 0.3361
H -3.7124 0.0562 -3.8675 0.4337
H -2.5974 1.4036 -3.8160 0.2974
H -4.0544 0.9780 -1.7498 -0.6072
H -2.8466 3.1529 -1.7995 -0.0508
H -4.5177 3.4344 -1.3641 0.4117
H -5.2238 5.4434 -2.5038 0.3161
H -4.1345 5.9722 -3.7863 0.2538
H -3.4454 5.5325 -2.2036 0.2665
H -5.9859 2.4233 -3.4149 0.2808
H -6.3651 1.7457 -1.9950 0.2627
C 4.5903 1.4495 -0.5924 -1.0139
C 5.5898 1.5811 0.5510 0.1211
C 6.4473 2.8294 0.3033 -0.9724
O 5.6107 3.9526 0.1909 -0.2844
C 6.2415 5.1779 -0.0175 -0.7844
N 4.9326 1.6367 1.8498 -0.4453
H 5.1284 1.6418 -1.5243 0.4458
H 3.7922 2.1888 -0.5279 -0.0003
H 4.1285 0.4710 -0.7159 0.2110
H 6.2728 0.7290 0.5011 0.3028
H 6.9578 2.6689 -0.6602 0.4185
H 7.2521 2.9564 1.0375 0.4453
H 6.7807 5.2457 -0.9756 0.3335
H 6.9512 5.4192 0.7798 0.3041
H 5.5216 5.9896 -0.1379 0.1684
H 4.1248 2.2534 1.8133 0.1564
H 5.5417 2.0071 2.5692 0.2847
C 2.3538 6.6240 0.7831 -1.6682
C 1.9793 5.1428 0.8805 0.1694
C 1.5619 4.6115 -0.4839 0.2771
O 0.4174 5.3582 -0.8792 -0.3836
C -0.0358 5.0193 -2.1704 -0.3552
N 3.0332 4.2915 1.4018 0.0846
H 2.6838 6.9733 1.7654 0.4090
H 1.4856 7.2328 0.5240 0.4313
H 3.1294 6.8726 0.0543 0.2880
H 1.0729 5.1111 1.4902 0.2396
H 1.2321 3.5682 -0.4464 -0.3518
H 2.4328 4.6656 -1.1541 0.3762
H -1.0819 5.2967 -2.2935 -0.0103
H -0.0564 3.9278 -2.3086 0.1697
H 0.6430 5.4832 -2.8900 0.3460
H 3.2800 4.5128 2.3630 0.2711
H 3.9209 4.4649 0.9154 -0.0183
C -1.6361 -5.2632 0.5556 -1.1602
C -0.8288 -6.5497 0.3735 1.1418
C 0.5593 -6.4238 0.9942 -1.0594
O 1.2156 -5.2481 0.6183 -0.1934
C 2.5745 -5.1772 0.9636 -0.9648
N -1.5198 -7.6981 0.9704 -0.7007
H -1.2938 -4.4942 -0.1429 0.0495
H -1.4757 -4.8846 1.5668 0.2513
H -2.6792 -5.4472 0.3016 0.4926
H -0.6692 -6.7321 -0.6952 -0.2307
H 1.1817 -7.2767 0.6918 0.3508
H 0.4058 -6.4978 2.0853 0.3789
H 2.6720 -5.0650 2.0514 0.3217
H 3.0186 -4.2867 0.5231 0.2820
H 3.1259 -6.0640 0.6367 0.3478
H -1.0501 -7.9423 1.8363 0.2617
H -2.4741 -7.4695 1.2115 0.2672
C 0.7858 -1.6902 0.9340 -0.5093
C 0.4044 -1.6347 -0.5502 1.2465
C 1.0683 -0.4454 -1.2104 -1.1207
O 0.8289 0.7621 -0.5088 0.1895
C -0.4757 1.2328 -0.7861 -0.6904
N 0.7708 -2.9415 -1.1376 0.3259
H 0.5600 -0.7465 1.4481 -0.4407
H 1.8419 -1.8896 1.1155 0.2854
H 0.1621 -2.3815 1.5087 0.3453
H -0.6821 -1.5191 -0.6156 -0.4591
H 0.9576 -0.4441 -2.3050 0.2768
H 2.1671 -0.5202 -1.1968 -0.0987
H -0.8076 1.1732 -1.8275 0.5881
H -0.5014 2.2947 -0.5245 0.1794
H -1.2085 0.7485 -0.1315 -0.2505
H 1.7536 -2.8980 -1.3966 0.4531
H 0.6901 -3.6619 -0.4242 -0.4738
```

Its total energy is -62907.2785 eV. The lowest unoccupied orbital energy comes out at 0.572 eV. As for the HOMO energy: -8.96 eV. The calculation puts the orbital gap at 9.535 eV. Its SMILES is COC[C@H](C)N.COC[C@H](C)N.COC[C@H](C)N.COC[C@H](C)N.COC[C@H](C)N.COC[C@H](C)N.COC[C@H](C)N.COC[C@H](C)N. For the energy above the lowest of the compared OMol25 structures with the same formula, charge and spin, the calculation gives 1.489 eV. The largest force on an atom comes out at 2.0 eV/A.